Computed, not measured: the molecule C2H5NO2, with ωB97M-V/def2-TZVPD.

Properties
**LUMO level**: 0.019 Ha
**Calculated total energy**: -7739.8891 eV
**ΔE to the lowest compared entry with this formula, charge and spin**: 0.8623 eV
**Gap between HOMO and LUMO**: 10.51 eV
**SMILES string**: NCC(=O)O

The geometry in ORCA input format:
```
! wB97M-V def2-TZVPD RIJCOSX def2/J DEFGRID3
* xyz 0 1
C 0.33 -0.47 0.07
C -0.89 0.49 0.02
H 1.48 0.74 -1.05
H 1.68 0.99 0.62
H 0.21 -1.38 -0.60
H 0.28 -0.95 1.16
H -1.91 -1.13 0.05
N 1.63 0.25 -0.14
O -2.02 -0.21 -0.15
O -0.82 1.67 0.02
*
```


Computed, not measured: a structure of composition H10O5Tl, with ωB97M-V/def2-TZVPD.

Properties
**LUMO level**: -0.687 Ha
**Calculated total energy**: -15048.1761 eV
**ΔE to the lowest compared entry with this formula, charge and spin**: 7.0017 eV
**Gap between HOMO and LUMO**: 7.18 eV

The geometry in ORCA input format:
```
! wB97M-V def2-TZVPD RIJCOSX def2/J DEFGRID3
* xyz 3 1
Tl 22.48 23.25 22.10
O 22.64 24.87 23.36
H 22.31 25.38 24.10
H 23.17 25.48 22.86
O 21.86 23.03 24.06
H 21.40 23.72 24.53
H 21.55 22.22 24.46
O 20.79 24.46 22.38
H 20.71 25.33 22.00
H 20.34 24.52 23.22
O 20.70 22.21 22.37
H 19.89 22.62 22.07
H 20.42 21.52 22.96
O 22.42 21.46 23.19
H 23.33 21.45 23.50
H 22.10 20.58 23.40
*
```


Computed, not measured: a structure of composition C39H32AsN5O5PbS2, with ωB97M-V/def2-TZVPD.

Properties
**LUMO level**: 0.158 Ha
**Calculated total energy**: -146409.0771 eV
**ΔE to the lowest compared entry with this formula, charge and spin**: 0.5901 eV
**Gap between HOMO and LUMO**: 6.07 eV

The geometry in ORCA input format:
```
! wB97M-V def2-TZVPD RIJCOSX def2/J DEFGRID3
* xyz -2 1
Pb -0.48 -0.19 0.23
O 0.71 4.05 2.43
C 0.57 2.70 2.44
O 1.44 1.96 2.08
C -0.73 2.26 3.04
C -1.29 2.98 4.08
C -2.45 2.49 4.66
C -3.00 1.32 4.17
C -2.38 0.68 3.10
N -1.26 1.14 2.56
C -3.05 -0.57 2.48
O -4.04 -0.98 3.11
O -2.57 -1.01 1.40
H 1.51 4.22 1.92
H -0.82 3.89 4.42
H -2.92 3.02 5.48
H -3.91 0.88 4.56
S -0.99 2.64 -0.45
C -0.16 2.48 -1.98
N -0.64 2.61 -3.15
N -1.98 2.85 -3.21
C -2.73 2.21 -4.20
C -2.17 1.24 -5.03
C -2.95 0.62 -6.00
C -4.29 0.96 -6.16
C -4.84 1.93 -5.33
C -4.07 2.55 -4.36
N 1.26 2.23 -1.98
N 1.62 1.63 -0.98
C 3.03 1.35 -0.87
C 4.00 1.88 -1.71
C 5.33 1.59 -1.48
C 5.70 0.77 -0.41
C 4.73 0.26 0.43
C 3.39 0.55 0.21
H -2.42 2.97 -2.30
H -1.14 0.94 -4.86
H -2.51 -0.17 -6.60
H -4.90 0.47 -6.91
H -5.88 2.21 -5.44
H -4.52 3.30 -3.71
H 3.69 2.51 -2.54
H 6.10 2.01 -2.12
H 6.75 0.53 -0.25
H 5.00 -0.37 1.27
H 2.60 0.20 0.88
S 1.59 -2.02 1.56
C 2.69 -2.98 0.58
C 3.56 -3.88 1.24
C 4.42 -4.72 0.55
C 4.46 -4.70 -0.84
C 3.63 -3.80 -1.51
C 2.78 -2.93 -0.83
As 1.61 -1.69 -1.82
C 0.80 -3.12 -2.90
C 0.10 -4.10 -2.19
C -0.51 -5.15 -2.85
C -0.45 -5.24 -4.24
C 0.22 -4.25 -4.96
C 0.84 -3.20 -4.29
C 2.90 -0.97 -3.14
C 2.33 -0.16 -4.12
C 3.13 0.52 -5.04
C 4.51 0.39 -4.98
C 5.08 -0.39 -3.99
C 4.29 -1.06 -3.07
H 3.51 -3.92 2.32
H 5.06 -5.40 1.10
H 5.11 -5.36 -1.39
H 3.65 -3.79 -2.59
H 0.03 -4.02 -1.11
H -1.04 -5.90 -2.29
H -0.93 -6.06 -4.76
H 0.26 -4.30 -6.04
H 1.35 -2.44 -4.87
H 1.25 -0.02 -4.13
H 2.67 1.14 -5.80
H 5.14 0.92 -5.69
H 6.16 -0.47 -3.92
H 4.75 -1.63 -2.28
C -2.41 -1.38 -2.20
O -1.15 -0.90 -1.88
H -2.36 -2.10 -3.04
H -3.11 -0.59 -2.53
H -2.90 -1.91 -1.37
*
```


Computed, not measured: the ion C2H6N2O3P with charge -1, with ωB97M-V/def2-TZVPD.

Properties
**LUMO level**: 0.137 Ha
**Calculated total energy**: -20586.7098 eV
**ΔE to the lowest compared entry with this formula, charge and spin**: 0.7326 eV
**Gap between HOMO and LUMO**: 8.59 eV
**SMILES string**: [H]/N=C(\C)N[P@](=O)([O-])O

The geometry in ORCA input format:
```
! wB97M-V def2-TZVPD RIJCOSX def2/J DEFGRID3
* xyz -1 1
C -0.39 0.46 -0.32
C -1.47 0.47 -1.49
N -0.66 0.89 0.84
N 0.86 0.13 -0.57
O 1.45 0.07 2.13
O 3.13 -1.21 0.74
O 0.62 -2.11 1.25
P 1.71 -1.06 1.08
H -1.48 -0.64 -1.87
H -1.07 1.16 -2.16
H -2.46 0.76 -1.07
H -1.66 1.07 0.85
H 0.49 0.49 1.95
H 0.93 -0.48 -1.38
*
```


Computed, not measured: a structure of composition C31H42BrIrN3P2, with ωB97M-V/def2-TZVPD.

Properties
**LUMO level (spin up / spin down)**: -0.432 / -0.562 Ha
**Calculated total energy**: -128703.5635 eV
**Gap between HOMO and LUMO (spin up / spin down)**: 6.26 / 3.53 eV

The geometry in ORCA input format:
```
! wB97M-V def2-TZVPD RIJCOSX def2/J DEFGRID3
* xyz 4 6
C -0.47 5.85 -3.43
C -0.60 4.54 -4.01
C -0.99 4.56 -5.39
C -1.28 5.76 -6.05
N -1.16 6.94 -5.44
C -0.78 7.00 -4.17
C -0.36 3.28 -3.29
C -0.28 2.37 -2.36
C -1.14 2.01 -1.30
C -0.41 1.47 -0.20
C -1.22 1.02 0.94
C -2.61 1.11 1.08
C -3.26 1.83 0.02
C -2.54 2.22 -1.12
Ir 0.65 0.51 -1.66
P 1.63 -0.76 0.38
H -1.07 3.62 -5.92
H -0.15 5.98 -2.41
H -1.63 5.77 -7.09
H -0.74 8.02 -3.74
H -3.05 2.64 -1.98
H 0.53 2.07 0.04
H -4.30 2.12 0.16
H -0.57 0.78 1.75
C 1.87 -2.47 1.57
C 2.64 -3.66 1.01
H 0.83 -2.76 1.79
H 2.31 -2.17 2.55
H 2.73 -4.41 1.82
H 2.09 -4.12 0.17
H 3.68 -3.41 0.69
C 2.34 -1.13 -1.26
C 3.38 -0.13 -1.75
H 1.43 -1.21 -1.98
H 2.64 -2.19 -1.32
H 3.67 -0.52 -2.73
H 2.92 0.89 -1.87
H 4.25 -0.02 -1.08
C 3.11 -0.06 1.39
C 4.46 -0.78 1.52
H 2.68 -0.01 2.40
H 3.21 0.97 1.03
H 5.20 -0.08 1.96
H 4.41 -1.62 2.23
H 4.89 -1.14 0.58
Br -3.70 0.52 2.49
P -1.82 -2.68 -0.72
C -0.22 -3.45 -0.81
C -0.24 -4.98 -0.82
H 0.26 -3.06 0.09
H 0.33 -3.09 -1.69
H 0.77 -5.39 -0.87
H -0.71 -5.40 0.07
H -0.77 -5.36 -1.69
C -2.58 -3.03 0.91
C -4.08 -3.43 0.82
H -2.47 -2.08 1.49
H -2.06 -3.85 1.45
H -4.53 -3.55 1.83
H -4.65 -2.66 0.28
H -4.24 -4.40 0.32
C -2.14 -1.15 -1.52
C -2.67 -1.43 -2.94
H -1.18 -0.56 -1.49
H -2.90 -0.62 -0.93
H -3.01 -0.50 -3.41
H -1.87 -1.86 -3.56
H -3.52 -2.13 -2.92
N 3.35 -0.89 6.31
C 2.45 -0.27 5.89
C 1.38 0.51 5.34
C 1.17 1.84 5.73
C 0.17 2.55 5.12
C -0.60 1.94 4.13
N -0.30 0.71 3.70
C 0.57 -0.07 4.33
H 1.79 2.31 6.49
H -0.08 3.58 5.37
H -1.48 2.40 3.67
H 0.64 -1.13 4.03
*
```


Computed, not measured: a cluster of 5 separate species, C43H55N6O10S in total, with ωB97M-V/def2-TZVPD.

Properties
**LUMO level**: -0.104 Ha
**Calculated total energy**: -85715.5031 eV
**Gap between HOMO and LUMO**: 8.75 eV

The geometry in ORCA input format:
```
! wB97M-V def2-TZVPD RIJCOSX def2/J DEFGRID3
* xyz 1 1
C 2.89 0.53 -3.21
C 3.02 0.13 -2.09
C 3.03 -0.02 -0.64
C 4.36 -0.50 -0.02
C 3.93 -0.83 1.42
N 2.42 -0.97 1.41
C 1.64 -0.11 2.38
S 2.28 1.55 2.58
C 1.43 2.62 1.39
C 2.38 3.78 1.07
C 2.06 -1.04 -0.06
N 2.56 -2.40 -0.40
C 0.56 -1.01 -0.44
C -0.06 0.33 -0.83
C -1.30 0.12 -1.74
C -1.09 0.53 -3.21
C -0.83 -0.67 -4.14
C -0.11 -0.29 -5.45
C 1.07 -1.22 -5.75
C 2.09 -0.64 -6.72
O 3.39 -1.09 -6.34
C 4.48 -0.43 -6.83
C 4.55 1.07 -6.75
O 5.40 -1.07 -7.26
H 2.82 0.88 -4.21
H 2.84 0.94 -0.15
H 5.11 0.28 -0.05
H 4.81 -1.35 -0.52
H 4.30 -0.02 2.05
H 4.37 -1.72 1.85
H 2.25 -1.93 1.72
H 0.59 -0.10 2.13
H 1.73 -0.59 3.35
H 1.19 2.09 0.48
H 0.52 3.02 1.85
H 2.49 4.43 1.93
H 1.97 4.35 0.24
H 3.36 3.41 0.77
H 2.58 -2.49 -1.41
H 1.83 -3.05 -0.12
H 0.02 -1.36 0.44
H 0.38 -1.75 -1.21
H 0.64 0.97 -1.36
H -0.40 0.87 0.05
H -1.59 -0.93 -1.74
H -2.14 0.66 -1.31
H -1.95 1.08 -3.60
H -0.22 1.19 -3.29
H -1.79 -1.12 -4.40
H -0.24 -1.42 -3.61
H 0.24 0.74 -5.41
H -0.84 -0.35 -6.26
H 1.58 -1.43 -4.81
H 0.70 -2.18 -6.12
H 2.00 0.45 -6.71
H 1.86 -0.98 -7.73
H 4.83 1.35 -5.73
H 3.62 1.58 -6.98
H 5.34 1.39 -7.41
C -6.31 0.63 2.86
C -5.37 1.23 2.03
C -4.06 0.79 2.03
C -3.72 -0.26 2.86
C -4.64 -0.87 3.70
C -5.94 -0.42 3.69
N -2.34 -0.74 2.85
O -1.55 -0.16 2.10
O -2.03 -1.67 3.55
H -7.34 0.98 2.85
H -5.66 2.05 1.38
H -3.33 1.25 1.39
H -4.35 -1.69 4.35
H -6.68 -0.88 4.34
C -7.73 3.33 -3.45
C -7.42 2.13 -4.06
C -6.41 1.33 -3.55
C -5.73 1.76 -2.42
C -6.02 2.96 -1.80
C -7.03 3.75 -2.33
N -4.67 0.91 -1.86
O -4.41 -0.13 -2.43
O -4.11 1.29 -0.84
H -8.52 3.95 -3.86
H -7.96 1.80 -4.94
H -6.16 0.39 -4.01
H -5.48 3.28 -0.93
H -7.28 4.70 -1.86
C 10.78 1.42 -0.09
C 9.61 1.71 -0.77
C 8.43 1.90 -0.08
C 8.44 1.78 1.30
C 9.60 1.49 2.00
C 10.77 1.30 1.30
N 7.19 1.99 2.05
O 6.18 2.23 1.41
O 7.23 1.92 3.26
H 11.71 1.28 -0.63
H 9.62 1.80 -1.85
H 7.51 2.13 -0.60
H 9.58 1.40 3.08
H 11.69 1.07 1.83
C -3.90 -4.40 7.43
C -4.54 -3.17 7.33
C -5.92 -3.10 7.38
C -6.64 -4.28 7.54
C -6.02 -5.51 7.63
C -4.63 -5.56 7.57
N -8.11 -4.21 7.61
O -8.63 -3.12 7.50
O -8.71 -5.25 7.77
H -2.82 -4.44 7.39
H -3.97 -2.26 7.22
H -6.44 -2.16 7.31
H -6.60 -6.41 7.74
H -4.13 -6.52 7.64
*
```


Computed, not measured: a structure of composition C32H42FIN2O2W, with ωB97M-V/def2-TZVPD.

Properties
**LUMO level (spin up / spin down)**: -0.278 / -0.266 Ha
**Calculated total energy**: -53569.3467 eV
**Gap between HOMO and LUMO (spin up / spin down)**: 6.63 / 6.97 eV

The geometry in ORCA input format:
```
! wB97M-V def2-TZVPD RIJCOSX def2/J DEFGRID3
* xyz 2 3
W -0.03 -0.12 -0.61
C -3.43 -1.84 1.09
C -2.89 -0.62 1.84
C -3.49 -0.54 3.25
C -3.16 0.66 1.06
C -4.49 1.04 0.92
C -4.82 2.25 0.35
C -3.82 3.11 -0.06
C -2.47 2.78 0.02
C -1.51 3.86 -0.46
C -0.82 3.50 -1.75
C -0.51 4.37 0.58
C -2.16 1.50 0.55
N -0.74 1.11 0.73
C -0.13 1.49 1.96
C -0.80 2.15 2.99
C -0.13 2.46 4.16
C 1.21 2.12 4.33
C 1.89 1.44 3.32
C 1.19 1.15 2.17
F 1.79 0.41 1.17
H -3.38 -2.73 1.72
H -2.90 -2.03 0.16
H -4.49 -1.71 0.83
H -1.82 -0.72 1.95
H -4.58 -0.51 3.23
H -3.14 0.34 3.79
H -3.20 -1.43 3.82
H -5.27 0.39 1.28
H -5.86 2.54 0.26
H -4.08 4.08 -0.47
H -2.17 4.70 -0.70
H -0.14 2.66 -1.60
H -0.22 4.33 -2.12
H -1.54 3.24 -2.53
H 0.30 3.66 0.76
H -0.99 4.58 1.54
H -0.06 5.29 0.23
H -1.84 2.43 2.86
H -0.65 2.97 4.95
H 1.73 2.37 5.24
H 2.93 1.15 3.41
N 0.31 -1.80 2.81
C -0.10 -2.37 1.71
O -0.24 -1.73 0.62
C -0.54 -3.80 1.73
I 0.64 -5.06 2.95
H 0.52 -0.81 2.86
H 0.46 -2.37 3.64
H -0.56 -4.18 0.72
H -1.55 -3.83 2.15
C 2.14 1.78 -2.13
C 1.65 0.99 -3.35
C 0.13 0.86 -3.44
C 2.38 -0.33 -3.46
C 3.31 -0.50 -4.46
C 4.02 -1.69 -4.56
C 3.78 -2.69 -3.65
C 2.85 -2.58 -2.60
C 2.75 -3.80 -1.71
C 1.53 -3.89 -0.81
C 4.02 -3.94 -0.86
C 2.17 -1.37 -2.55
O 1.15 -1.13 -1.60
H 1.79 2.80 -2.11
H 3.23 1.78 -2.08
H 1.82 1.29 -1.19
H 1.93 1.57 -4.23
H -0.40 0.49 -2.52
H -0.17 0.11 -4.18
H -0.36 1.80 -3.65
H 3.48 0.30 -5.17
H 4.74 -1.84 -5.35
H 4.32 -3.63 -3.73
H 2.71 -4.64 -2.40
H 1.60 -3.15 -0.02
H 1.51 -4.87 -0.35
H 0.59 -3.74 -1.36
H 4.12 -3.08 -0.19
H 4.93 -4.00 -1.46
H 3.97 -4.84 -0.25
*
```


Computed, not measured: a structure of composition C3H4CeLiO4, with ωB97M-V/def2-TZVPD.

Properties
**LUMO level (spin up / spin down)**: -0.549 / -0.524 Ha
**Calculated total energy**: -24463.4423 eV
**ΔE to the lowest compared entry with this formula, charge and spin**: 3.2920 eV
**Gap between HOMO and LUMO (spin up / spin down)**: 5.77 / 7.12 eV

The geometry in ORCA input format:
```
! wB97M-V def2-TZVPD RIJCOSX def2/J DEFGRID3
* xyz 3 3
H -3.90 1.58 0.78
C -3.80 0.85 -0.02
C -3.64 -0.59 -0.04
O -2.55 0.35 -0.38
H -3.45 -1.13 0.90
H -3.98 -1.17 -0.90
O 2.13 0.28 0.25
C 3.24 0.36 -0.38
O 4.03 1.35 -0.09
Ce -0.16 0.57 -0.20
H 4.92 0.52 0.06
Li 3.17 -2.30 0.24
O 4.00 -0.68 -0.21
*
```